{
  "formula": "C5H9NO",
  "method": "ωB97M-V/def2-TZVPD",
  "elements": ["C", "O", "C", "C", "C", "C", "N", "H", "H", "H", "H", "H", "H", "H", "H", "H"],
  "xyz": [[1.8040, 1.2708, 0.3330], [0.6022, 0.0876, -1.0951], [-0.2368, -0.6027, -0.5577], [-1.5283, -0.7365, -1.2763], [-0.1145, -1.2155, 0.8232], [-0.0027, 1.7568, 0.6608], [-1.1471, 1.8813, 0.9011], [2.0798, 2.1515, -0.2261], [2.0188, 1.2370, 1.3785], [2.3599, 0.4154, -0.1477], [-1.9669, -1.7260, -1.1679], [-1.3585, -0.4746, -2.3232], [-2.1781, 0.0216, -0.8230], [-0.7257, -0.6108, 1.5052], [0.9131, -1.2244, 1.1952], [-0.5191, -2.2315, 0.8200]],
  "mulliken_charge": [-0.8463, -0.5864, 0.9230, -1.0822, -1.2247, 0.2530, -0.5084, 0.3530, 0.3879, 0.3390, 0.3649, 0.3121, 0.2393, 0.3522, 0.2906, 0.4330],
  "multiplicity": 1,
  "smiles": "CC(C)=O.CC#N",
  "gap_ev": 9.84,
  "total_charge": 0
}

{
  "formula": "C5H9NO",
  "method": "ωB97M-V/def2-TZVPD",
  "elements": ["C", "C", "C", "C", "O", "C", "N", "H", "H", "H", "H", "H", "H", "H", "H", "H"],
  "xyz": [[0.7991, -1.0743, 0.3254], [0.6982, 0.4640, 0.2180], [-0.5650, 0.3887, 1.0931], [-0.7929, -1.0199, 0.5532], [-1.2153, 0.1897, -2.3041], [1.7645, 1.3490, 0.6658], [2.5510, 2.1088, 1.0402], [-0.4694, -0.0859, -2.8523], [1.3756, -1.3455, 1.2238], [1.3364, -1.5614, -0.5055], [0.4407, 0.7017, -0.8183], [-0.2892, 0.3120, 2.1474], [-1.3542, 1.1307, 0.9703], [-1.4038, -0.9191, -0.3529], [-1.3402, -1.6713, 1.2453], [-1.5353, 1.0326, -2.6492]],
  "mulliken_charge": [-0.7575, 0.5597, -0.7180, -0.3879, -0.6371, -0.0098, -0.4570, 0.3049, 0.2935, 0.3057, 0.1044, 0.2927, 0.3186, 0.1445, 0.3391, 0.3042],
  "multiplicity": 1,
  "smiles": "N#CC1CCC1.O",
  "gap_ev": 11.42,
  "total_charge": 0
}

{
  "formula": "C5H9NO",
  "method": "ωB97M-V/def2-TZVPD",
  "elements": ["C", "C", "C", "C", "O", "C", "N", "H", "H", "H", "H", "H", "H", "H", "H", "H"],
  "xyz": [[-1.6926, 0.1255, 0.5808], [-0.2063, -0.0235, 0.4971], [0.0730, -0.2661, -1.8205], [0.4680, 0.6666, -0.6443], [2.0551, 0.6567, 1.8454], [1.6098, -0.4749, 1.8163], [0.3472, -0.7850, 1.3621], [-2.1893, -0.8436, 0.6408], [-2.1128, 0.7274, -0.2271], [-1.8465, 0.6416, 1.5331], [-0.4077, 0.2807, -2.6300], [0.9560, -0.7929, -2.1842], [-0.6346, -1.0434, -1.4999], [1.5497, 0.7416, -0.5182], [0.0793, 1.6863, -0.7637], [2.1184, -1.3163, 2.3065]],
  "mulliken_charge": [-1.2100, 0.6185, -1.0129, -0.3867, -0.5250, 0.0230, -0.5270, 0.3362, 0.3129, 0.3874, 0.2786, 0.3274, 0.3102, 0.3544, 0.3225, 0.3904],
  "multiplicity": 1,
  "smiles": "CC/C(C)=N\\C=O",
  "gap_ev": 10.08,
  "total_charge": 0
}

{
  "formula": "C5H9NO",
  "method": "ωB97M-V/def2-TZVPD",
  "elements": ["C", "C", "O", "C", "C", "C", "N", "H", "H", "H", "H", "H", "H", "H", "H", "H"],
  "xyz": [[-0.0015, 0.4357, -1.7973], [-0.4939, 0.1354, -0.4108], [-1.5645, 0.8302, 0.0385], [0.0668, -0.7507, 0.4357], [-0.4085, -0.9143, 1.8566], [1.1667, -1.5265, -0.0468], [2.0551, -2.1518, -0.4560], [1.0869, 0.3431, -1.8522], [-0.2675, 1.4599, -2.0901], [-0.4366, -0.2549, -2.5280], [0.7993, 2.3385, 0.5810], [-1.8097, 1.5090, -0.6026], [1.0555, 1.6500, 0.6996], [0.3520, -1.4141, 2.4614], [-1.3317, -1.5018, 1.9084], [-0.6162, 0.0669, 2.2974]],
  "mulliken_charge": [-1.3323, 0.5139, -0.4570, 0.6571, -1.2577, -0.0848, -0.4762, 0.3590, 0.4533, 0.3118, 0.1326, 0.3304, -0.1234, 0.3782, 0.2987, 0.2964],
  "multiplicity": 1,
  "smiles": "C/C(O)=C(/C)C#N.[H][H]",
  "gap_ev": 9.50,
  "total_charge": 0
}

{
  "formula": "C5H9NO",
  "method": "ωB97M-V/def2-TZVPD",
  "elements": ["C", "C", "C", "C", "C", "N", "O", "H", "H", "H", "H", "H", "H", "H", "H", "H"],
  "xyz": [[-1.1343, 0.3645, 0.0587], [-1.9842, -0.7311, -0.4691], [1.5589, -0.7788, -0.0909], [0.8394, 0.5011, 0.1702], [1.3078, 1.7321, -0.0323], [-0.4569, 0.2418, 1.2288], [-0.4903, -0.8508, 1.8591], [-1.2685, 1.3736, -0.3015], [-2.1363, -0.6277, -1.5437], [-2.9654, -0.7018, 0.0181], [-1.5406, -1.6973, -0.2183], [1.6945, -1.3310, 0.8387], [2.5352, -0.5641, -0.5246], [1.0005, -1.4194, -0.7749], [2.3011, 1.8728, -0.4376], [0.7392, 2.6161, 0.2194]],
  "mulliken_charge": [0.0135, -1.1262, -1.1794, 0.8655, -0.9775, 0.1607, -0.6122, 0.3415, 0.3126, 0.3450, 0.3196, 0.3045, 0.4077, 0.2589, 0.2762, 0.2896],
  "multiplicity": 1,
  "gap_ev": [8.14, 8.14],
  "total_charge": 0
}

{
  "formula": "C5H9NO",
  "method": "ωB97M-V/def2-TZVPD",
  "elements": ["C", "C", "C", "N", "O", "C", "C", "H", "H", "H", "H", "H", "H", "H", "H", "H"],
  "xyz": [[0.9715, 0.0301, 0.6237], [0.4321, 1.4148, 0.7435], [1.3743, -0.4694, -0.7224], [-2.1984, -0.3355, -1.1167], [-0.0285, -1.4027, 1.8392], [-0.7253, -1.0050, 0.8482], [-1.6588, -0.7813, 0.0484], [1.6842, -0.2172, 1.3995], [-2.3392, -1.0393, -1.8330], [-3.0261, 0.2396, -1.0142], [-0.2847, 1.6449, -0.0415], [0.6466, -0.2132, -1.4903], [1.2911, 2.0953, 0.6607], [-0.0191, 1.5741, 1.7213], [2.3346, 0.0101, -0.9605], [1.5459, -1.5453, -0.7058]],
  "mulliken_charge": [0.4371, -1.1863, -1.1769, -0.4335, -0.6469, 0.3437, -0.1510, 0.2869, 0.2384, 0.2449, 0.2869, 0.2860, 0.3868, 0.3505, 0.3810, 0.3524],
  "multiplicity": 1,
  "gap_ev": [7.16, 6.89],
  "total_charge": 0
}

Strongest force on any atom per entry: 0.0531; 0.0170; 0.0119; 0.0213; 0.0190; 0.0331 hartree/bohr
Energy above the lowest of the compared OMol25 structures with the same formula, charge and spin per entry: 4.312; 1.989; 1.538; 2.184; 5.549; 5.875 eV